This record from the OMol25 dataset describes C6H15N2O as an isolated structure. The level of theory is the ωB97M-V functional and the def2-TZVPD basis.

Last column: natural (NBO) charge in e.
CARTESIAN COORDINATES (ANGSTROEM)
C -0.1568 -1.5732 0.3028  -0.475
H 1.9671 -1.7675 0.6219  0.228
C -0.2245 -0.1184 -0.1622  0.315
H 2.1178 1.0496 0.3977  0.342
H -0.4067 -2.3963 -0.4357  0.280
H -2.1516 1.8418 -2.2888  0.248
C -1.7587 1.6339 -1.2940  -0.639
H -1.6124 -0.3260 -1.7779  0.253
C 1.3715 0.9779 1.2462  -0.536
H 1.3539 1.9212 1.9424  0.270
N 1.2760 0.2286 -1.2714  -0.845
H -0.9103 2.3891 -1.1166  0.207
N 0.0175 0.7360 0.9825  0.309
H -1.0125 -1.8006 1.0078  0.254
H 1.1379 -1.8674 2.0878  0.215
H -2.6220 1.8585 -0.5844  0.230
C -1.5569 0.1452 -0.8675  -0.469
H -2.4935 -0.1349 -0.2687  0.252
H 1.7388 0.1043 1.7429  0.303
H 1.3697 1.1912 -1.5510  0.366
O -0.9266 1.2353 1.5018  -0.096
H 1.2736 -0.2619 -2.1416  0.384
H 1.1355 -3.0497 0.8581  0.254
C 1.0732 -2.0166 1.0682  -0.650

Atomic forces in eV per Å
C -0.830 -1.641 1.161
H 2.047 1.381 -1.104
C 0.784 -1.511 -3.986
H -1.642 0.003 0.473
H 0.544 1.767 -0.132
H 0.252 -0.587 -0.072
C -1.016 1.416 2.426
H 0.373 -2.121 -1.739
C 1.885 3.744 2.770
H 0.434 -1.936 -1.100
N -1.846 -0.881 2.980
H -1.113 -1.323 -0.083
N -1.132 0.278 -2.671
H 0.470 0.992 -0.585
H -0.289 0.422 2.150
H 1.177 0.953 -1.074
C -0.432 2.474 1.350
H 1.763 -0.032 -0.536
H 0.241 -0.543 0.775
H -0.756 0.727 0.213
O 1.025 -0.051 0.579
H -0.841 -0.949 -0.477
H -0.190 -1.549 0.520
C -0.910 -1.033 -1.839

Values from the calculation:
2S+1	1
relative energy (zero: lowest compared OMol25 entry of this formula, charge and spin)	589.3	kJ/mol
charge	+1
frontier orbital gap (spin up / spin down)	0.280 / 0.279	Ha


This record from the OMol25 dataset describes a 10-piece molecular cluster, C4H28O10 overall. The level of theory is the ωB97M-V functional and the def2-TZVPD basis.

Last column: Mulliken spin population.
CARTESIAN COORDINATES (ANGSTROEM)
H -9.6004 2.3079 -20.5114  0.005
H -11.5602 3.3484 -18.6238  0.079
H -14.1285 -2.7387 -19.5406  0.000
H -12.4454 -2.9530 -22.2547  0.023
O -13.8573 1.5189 -19.8647  -0.304
H -13.4598 2.1394 -19.2494  0.012
H -12.1626 -3.9043 -20.8675  0.003
H -11.5130 0.2448 -22.2263  0.081
H -14.1478 -1.0092 -19.2476  0.043
C -14.1479 3.3779 -23.5982  0.696
O -11.3334 0.9902 -22.8040  -1.495
O -15.9412 3.8617 -20.2020  0.002
H -13.9150 1.9657 -20.7124  0.059
C -13.7733 -1.7807 -19.9203  0.020
O -14.8049 -0.0107 -22.8832  0.071
H -14.2912 -1.5874 -20.8598  -0.018
C -12.3109 -1.8061 -20.2636  0.111
H -14.5527 -0.1671 -23.7933  -0.005
H -10.9279 0.7885 -23.6505  0.657
O -11.8206 -0.5021 -20.5326  0.515
H -11.8607 -2.0692 -19.3063  -0.045
H -14.0852 2.7809 -24.5079  -0.078
H -13.5291 4.5222 -21.4171  0.002
H -13.3085 0.7316 -19.8861  0.021
O -14.3880 0.6956 -16.9140  -0.045
C -11.9505 -2.9196 -21.2842  0.070
O -13.7500 2.6548 -22.4643  0.259
H -12.0902 1.5712 -22.9100  0.507
O -13.2669 5.1692 -20.7622  -0.098
H -11.7337 2.4425 -17.4234  0.083
H -10.4202 1.1133 -20.0724  0.026
O -11.9618 2.5239 -18.3494  -0.325
H -16.3901 3.5843 -21.0005  -0.006
H -16.0035 4.8169 -20.2110  0.006
H -14.7246 0.9365 -22.7713  0.024
H -13.6959 0.8587 -16.2731  0.007
H -10.8820 -2.8565 -21.4904  0.005
H -13.4281 4.1683 -23.8110  -0.001
O -9.5477 1.3615 -20.3780  -0.004
H -14.7996 -0.1175 -16.6211  0.010
H -14.0924 5.5075 -20.4153  0.004
H -15.1772 3.7313 -23.5369  0.023

Atomic forces in eV per Å
H 0.025 0.244 -0.184
H 0.129 0.420 -0.313
H -0.019 -0.229 0.077
H -0.346 0.727 -0.007
O -1.720 0.391 0.836
H 0.682 0.582 1.068
H 0.093 -0.131 0.332
H -0.556 -2.077 2.188
H 0.607 0.069 0.346
C 0.801 -0.865 0.479
O 0.936 1.334 0.336
O -0.034 -0.081 0.422
H -0.106 0.761 -2.449
C -1.341 -0.284 -1.279
O -0.496 -0.900 0.059
H -0.404 -0.032 -0.137
C 0.798 1.355 0.728
H 0.164 -0.047 -0.221
H 0.801 -0.540 -1.678
O -1.001 -0.027 -0.916
H 0.713 -0.689 0.218
H -0.217 -0.451 -0.370
H -0.103 -1.034 -0.555
H 1.819 -1.920 -0.798
O -0.065 0.261 -0.151
C 0.219 0.222 0.322
O 0.115 -0.414 0.421
H -1.942 1.296 0.118
O 0.480 0.708 0.502
H 0.043 -0.165 0.278
H -0.608 -0.733 0.039
O -0.226 -0.024 -0.030
H 0.014 -0.217 -0.362
H -0.156 0.202 0.006
H 0.511 1.083 0.182
H 0.207 0.019 0.162
H 0.082 -0.035 0.069
H -0.192 0.748 0.060
O 0.679 0.269 0.133
H -0.120 -0.272 -0.023
H -0.010 -0.006 0.073
H -0.256 0.485 0.020

Values from the calculation:
2S+1	2
charge	-1
frontier orbital gap (spin up / spin down)	0.074 / 0.254	Ha


This record from the OMol25 dataset describes a 2-piece molecular cluster, C4H11N3S overall. The level of theory is the ωB97M-V functional and the def2-TZVPD basis.

Last column: natural (NBO) charge in e.
CARTESIAN COORDINATES (ANGSTROEM)
H -2.0036 1.8808 -0.7049  0.229
H -1.5596 2.6967 1.5540  0.310
N 2.1098 -1.1327 1.0794  -0.731
C -1.2778 1.6604 1.2157  -0.603
H 0.6147 0.9804 -1.4497  0.229
C 0.2938 0.7461 -0.4792  -0.175
C 1.7977 -1.0735 -0.1081  0.558
H -1.2504 -0.8184 0.0403  0.484
S 0.4684 1.8214 0.8719  0.486
H 3.0197 -2.3551 -1.0676  0.426
H -1.5657 1.0213 2.1074  0.266
H 1.6051 -0.6210 1.8144  0.445
N 2.2058 -1.7076 -1.1991  -0.793
C -2.0102 1.1744 0.0076  -0.219
H 2.7078 -1.9108 1.3876  0.443
H -2.9418 0.7842 0.1418  0.263
H 2.2369 -1.4274 -2.2073  0.468
N -1.1160 0.1699 -0.5351  -0.555
H -1.1696 0.0138 -1.5621  0.469

Atomic forces in eV per Å
H -0.520 2.929 -2.494
H -0.163 -0.966 -0.587
N 1.090 -1.628 4.032
C -1.724 0.966 3.286
H 0.775 0.394 -1.085
C 1.024 -2.714 2.354
C -3.258 3.459 -6.602
H 0.710 2.913 -2.012
S 0.075 -0.718 -0.847
H -0.914 0.364 -0.004
H 0.874 0.514 -0.850
H 0.306 -0.010 -0.380
N 2.065 -1.006 0.444
C 2.299 -0.034 1.218
H 0.044 0.481 0.381
H -2.591 -0.984 0.653
H -0.913 0.345 1.572
N 1.870 -3.838 0.140
H -1.051 -0.467 0.781

Values from the calculation:
2S+1	1
relative energy (zero: lowest compared OMol25 entry of this formula, charge and spin)	361.2	kJ/mol
charge	+2
frontier orbital gap (spin up / spin down)	0.303 / 0.303	Ha


This record from the OMol25 dataset describes a single C3H4N4O2 molecule. The level of theory is the ωB97M-V functional and the def2-TZVPD basis.

Last column: natural (NBO) charge in e.
CARTESIAN COORDINATES (ANGSTROEM)
C 0.4369 -0.2359 0.0186  0.310
H 1.0371 -1.9434 0.1755  0.381
H -1.3330 0.8347 0.0854  0.219
H 0.2129 3.0073 -0.1446  0.210
H -0.4100 -1.9964 -0.5861  0.394
N 1.7420 0.3406 -0.0121  -0.157
N 0.1655 -1.5760 0.0578  -0.797
O 4.0382 0.5841 0.2702  -0.241
O 3.3564 -1.3997 -0.2647  -0.351
C 0.4374 1.9994 -0.1796  -0.028
N 1.6851 1.6263 -0.1483  -0.255
C -0.3515 0.8237 -0.1251  -0.372
N 3.2674 -0.2283 -0.0285  0.687

Atomic forces in eV per Å
C 1.622 0.066 -1.200
H 2.288 -2.602 0.209
H -3.433 -0.250 0.218
H -0.645 1.687 -0.252
H -1.319 -0.715 -1.776
N 0.573 -1.870 -0.415
N 0.290 2.042 2.307
O 1.065 0.743 -0.013
O -0.126 0.184 -0.067
C 0.850 -2.853 0.048
N 1.624 1.952 0.343
C 0.556 1.999 0.289
N -3.344 -0.382 0.310

Values from the calculation:
2S+1	1
relative energy (zero: lowest compared OMol25 entry of this formula, charge and spin)	499.2	kJ/mol
charge	0
SMILES string	Nc1ccnn1[N+](=O)[O-]
frontier orbital gap	0.319	Ha


This record from the OMol25 dataset describes C3H9O2S as an isolated structure. The level of theory is the ωB97M-V functional and the def2-TZVPD basis.

Last column: natural (NBO) charge in e.
CARTESIAN COORDINATES (ANGSTROEM)
H 2.8082 0.3287 -0.0600  0.489
C -0.4525 0.6228 0.0006  -0.471
H -0.4536 -1.4959 -0.4117  0.192
S -3.4428 -0.0484 -0.2933  -0.253
C 0.2544 -0.6518 -0.4405  -0.440
O 2.6547 1.5180 0.3414  -1.206
O 2.6296 -0.7045 0.0177  -0.829
H -0.6366 0.5747 1.0501  0.216
H 0.7032 -0.6927 -1.4219  0.231
H 1.1906 -0.5704 1.6094  0.162
H 1.4334 -2.0549 0.8068  0.162
H 2.8794 2.3289 -0.0274  0.416
C 1.2790 -1.0157 0.6093  -0.072
H -1.4682 0.5613 -0.3152  0.154
H -0.1315 1.5543 -0.4256  0.248

Atomic forces in eV per Å
H -0.594 0.209 0.589
C 1.175 -1.148 -0.317
H -0.302 0.385 -0.163
S 1.172 0.406 0.006
C -1.123 -0.775 1.399
O -0.792 0.021 1.318
O -1.546 -2.838 0.600
H 0.556 0.579 0.838
H 0.201 0.504 -0.110
H -0.343 0.512 -0.391
H -0.693 -1.061 -0.166
H 0.698 2.137 -1.138
C 4.707 1.021 -1.340
H -3.605 -0.356 -1.386
H 0.490 0.406 0.261

Values from the calculation:
2S+1	1
relative energy (zero: lowest compared OMol25 entry of this formula, charge and spin)	491.8	kJ/mol
charge	-1
frontier orbital gap	0.140	Ha


This record from the OMol25 dataset describes a 2-piece molecular cluster, C6H15N3 overall. The level of theory is the ωB97M-V functional and the def2-TZVPD basis.

Last column: natural (NBO) charge in e.
CARTESIAN COORDINATES (ANGSTROEM)
H 1.1684 -1.0704 0.7831  0.212
H 0.7332 1.9196 -0.7862  0.199
C 1.1064 1.5188 0.1522  -0.173
C 2.5955 1.3307 0.1771  -0.656
H -3.1182 -1.4674 -2.3494  0.390
H -3.0092 0.6167 -1.0780  0.334
N -2.4677 -1.7996 -1.6580  -0.825
H 0.1057 0.3360 0.1095  0.303
N -0.4198 -2.8036 -0.2624  -0.688
C -2.0046 -0.9695 -0.6864  0.445
H 0.7676 1.6088 2.2730  0.202
C -0.9788 -1.6425 0.2156  -0.111
H -0.5909 2.2082 1.2844  0.236
H 2.9609 0.8308 -0.7185  0.218
C 0.4661 -0.8639 -0.0155  -0.488
H -1.9518 -2.6667 -1.7585  0.430
N -2.2059 0.2872 -0.5452  -0.773
H -1.2402 -1.5038 1.2690  0.204
H 3.0968 2.3053 0.2399  0.220
H -0.0747 -3.3814 0.4998  0.335
C 0.4950 2.1552 1.3666  -0.658
H 0.7922 -0.8805 -1.0473  0.228
H 2.9055 0.7521 1.0508  0.206
H 0.8683 3.1799 1.4845  0.210

Atomic forces in eV per Å
H 0.129 -0.207 -0.262
H -0.036 0.047 -0.051
C -0.688 0.366 0.007
C -0.190 -0.337 0.060
H 0.212 -0.111 -0.024
H 0.285 0.033 -0.326
N -0.246 -0.050 0.460
H 1.455 -0.404 0.006
N -0.396 -1.243 -0.079
C 0.713 0.179 -0.696
H -0.064 -0.010 0.014
C 1.942 1.565 -0.482
H 0.017 -0.079 0.047
H 0.042 -0.039 -0.024
C -2.373 0.795 0.548
H -0.266 0.050 -0.054
N -0.684 -0.224 0.769
H -0.109 -0.239 -0.081
H -0.072 -0.033 0.001
H 0.052 0.099 0.038
C 0.072 0.195 -0.031
H 0.135 -0.381 0.117
H 0.052 0.015 -0.010
H 0.017 0.011 0.055

Values from the calculation:
2S+1	1
relative energy (zero: lowest compared OMol25 entry of this formula, charge and spin)	471.8	kJ/mol
charge	0
frontier orbital gap (spin up / spin down)	0.264 / 0.324	Ha


This record from the OMol25 dataset describes a single C17H22ClN7O2 molecule. The level of theory is the ωB97M-V functional and the def2-TZVPD basis.

Last column: natural (NBO) charge in e.
CARTESIAN COORDINATES (ANGSTROEM)
C 5.5124 -1.8777 0.8266  -0.417
C -5.0690 0.9592 0.4648  -0.089
C 4.6814 0.1670 -0.1741  0.795
C -1.5422 1.5187 -1.5282  -0.217
H 3.2874 2.3007 -2.1273  0.213
H 4.9030 2.3418 -1.3532  0.249
C -1.0048 -2.5932 -0.5157  -0.281
H -3.6483 -3.8087 1.0547  0.237
H -0.9599 1.6152 -2.4512  0.212
H 3.4786 3.0048 -0.5097  0.202
H -2.5844 1.3254 -1.7876  0.215
H -2.1812 3.7135 1.0826  0.213
C 0.2449 0.1735 -0.5685  0.573
C -2.2721 -2.9271 -0.2934  0.040
H -0.5411 -1.8083 1.4348  0.202
H -2.3517 -2.9054 1.8404  0.217
C -0.0297 -2.0933 0.5100  -0.257
N -1.0748 0.3920 -0.7517  -0.625
N 0.7170 -0.9635 0.0049  -0.338
Cl -3.2320 -3.4291 -1.6573  -0.012
H -0.5997 -2.6751 -1.5152  0.228
N -4.3221 0.0706 1.1716  -0.486
O 5.8198 0.5778 -0.2697  -0.643
N 4.3907 -1.0734 0.3700  -0.452
C -4.3373 2.0846 0.2154  -0.116
H 5.5463 -2.8096 0.2621  0.211
H -1.6649 -0.4254 -0.7038  0.426
H -1.1799 2.2689 1.3245  0.216
C -1.9513 2.7161 0.6939  -0.206
O 3.0092 -2.7700 1.0300  -0.636
H -0.3804 3.1274 -0.7052  0.239
H 0.7117 -2.8655 0.7452  0.274
H -3.6835 -2.0469 1.0408  0.281
C 2.3476 0.4340 -0.4922  0.439
H -4.5804 2.9905 -0.3003  0.219
H 5.3800 -2.1165 1.8817  0.213
N 3.6103 0.9224 -0.6084  -0.429
H -2.3411 0.2213 1.8829  0.195
C 2.0966 -0.8088 0.0599  -0.123
H -6.0775 0.7316 0.1848  0.211
N -3.1146 1.8779 0.7891  -0.346
C -3.1652 0.6497 1.3478  0.175
C 3.1291 -1.6613 0.5345  0.647
C 3.8336 2.2278 -1.1882  -0.413
H -1.9832 3.5987 -1.2921  0.208
N 1.2016 1.0414 -0.8775  -0.587
C -3.0256 -2.9196 0.9895  -0.701
C -1.4283 2.8343 -0.7472  -0.424
H 6.4250 -1.3082 0.6749  0.245

Atomic forces in eV per Å
C 0.261 -0.149 0.101
C -0.019 0.284 -0.190
C 0.029 0.172 -0.075
C 0.117 0.432 -0.010
H 0.025 0.044 0.012
H -0.145 0.009 0.005
C -0.037 -0.119 -0.009
H 0.007 -0.081 0.036
H -0.119 -0.042 0.019
H 0.020 0.032 -0.046
H 0.103 -0.037 0.013
H 0.071 -0.161 0.057
C 0.243 -0.305 0.199
C 0.264 0.058 -0.035
H 0.085 -0.076 -0.022
H 0.057 0.001 0.105
C -0.300 -0.372 0.260
N -0.093 -0.316 -0.018
N 0.036 0.332 -0.226
Cl -0.089 -0.046 -0.148
H -0.052 -0.035 -0.145
N 0.016 -0.397 0.291
O 0.255 0.108 -0.016
N 0.113 -0.187 0.103
C -0.327 0.059 -0.120
H 0.024 0.022 0.067
H 0.004 0.072 -0.055
H -0.107 0.065 0.003
C 0.513 0.382 -0.263
O 0.036 -0.179 0.074
H -0.016 0.113 -0.030
H -0.131 0.162 0.043
H -0.008 -0.107 0.005
C -0.559 -1.222 0.538
H -0.024 0.211 -0.115
H 0.037 -0.030 -0.063
N -0.010 0.020 -0.059
H 0.277 -0.018 0.088
C 0.455 0.686 -0.240
H -0.220 0.054 -0.103
N -0.285 -0.171 0.219
C -0.080 -0.047 0.151
C -0.322 0.267 -0.159
C 0.125 0.260 -0.114
H 0.018 0.077 -0.019
N 0.099 0.424 -0.230
C -0.079 0.069 0.047
C -0.156 -0.244 0.056
H -0.111 -0.074 0.019

Values from the calculation:
2S+1	1
relative energy (zero: lowest compared OMol25 entry of this formula, charge and spin)	49.1	kJ/mol
charge	0
SMILES string	C/C(Cl)=C\Cn1c(NCCCn2ccnc2)nc2c1c(=O)n(C)c(=O)n2C
frontier orbital gap	0.306	Ha


This record from the OMol25 dataset describes a single C5H7BBrNO2 molecule. The level of theory is the ωB97M-V functional and the def2-TZVPD basis.

Last column: natural (NBO) charge in e.
CARTESIAN COORDINATES (ANGSTROEM)
H -0.7913 3.2013 -0.7628  0.488
B 0.1980 1.8124 0.2033  1.150
C 0.6192 -0.6490 1.3837  -0.260
C 0.2953 -2.1965 -0.8766  0.163
C 0.5244 -2.0088 1.3550  -0.012
H -1.0487 -0.6700 -0.5798  0.241
N 0.6001 -2.7736 0.1878  -0.425
O -0.7089 2.2765 -0.7185  -0.892
C 0.7180 0.0493 0.0959  -0.351
H 0.4023 -2.5394 2.2871  0.199
H 0.6108 3.4494 1.3284  0.503
H 0.9850 -0.1482 2.1603  0.214
O 0.7098 2.4755 1.2576  -0.903
Br 2.5776 0.1755 -0.3343  -0.003
H 0.0460 -0.4692 -2.0072  0.234
C -0.0493 -0.7557 -0.9238  -0.525
H 0.6459 -2.5711 -1.9263  0.179

Atomic forces in eV per Å
H -0.333 1.883 -0.023
B -0.020 -2.958 -0.496
C -0.405 -3.263 -3.261
C 1.975 0.656 -3.026
C -0.652 1.219 0.682
H -1.488 0.299 -0.030
N -0.048 -1.026 1.122
O 0.943 -2.145 0.265
C -1.796 3.141 -0.203
H 0.321 -0.303 -0.005
H -0.071 -1.025 -0.165
H 0.786 1.858 3.650
O 0.342 1.025 0.257
Br 1.437 0.240 -0.511
H -0.218 0.386 1.276
C 0.260 0.327 -1.584
H -1.035 -0.314 2.051

Values from the calculation:
2S+1	1
relative energy (zero: lowest compared OMol25 entry of this formula, charge and spin)	140.4	kJ/mol
charge	0
SMILES string	OB(O)[C@@]1(Br)C=CN=CC1
frontier orbital gap	0.322	Ha


| no. | total energy (eV) | F_max (hartree/bohr) |
| --- | --- | --- |
| 1 | -11480.352 | 0.098 |
| 2 | -25073.222 | 0.060 |
| 3 | -19611.615 | 0.158 |
| 4 | -13225.741 | 0.067 |
| 5 | -18182.825 | 0.097 |
| 6 | -10931.019 | 0.050 |
| 7 | -45035.996 | 0.028 |
| 8 | -81603.235 | 0.090 |